# 1
Molecular formula: C18H14BCl3MnN8O
Method: DFT, ωB97M-V/def2-TZVPD

Computed properties:
⟨S²⟩ = 8.8307
E_HOMO (alpha / beta) = -14.3 / -14.4 eV
Total charge = +2
2S+1 = 6
Orbital gap (alpha / beta) = 5.457 / 4.773 eV

Positions of all 46 atoms, in Å:
C 2.5744 -1.1430 -5.4206
Mn 0.0251 0.1139 -0.6864
H -0.7703 0.3989 4.0463
H -2.4465 -1.7802 -1.8845
C 1.2656 -0.9124 1.8521
C 1.0597 -0.3746 -3.7448
H 0.7049 3.3054 -1.8128
H -2.9214 3.2631 5.4959
H 1.4320 -1.2377 4.0229
Cl -0.4003 0.3948 -3.2035
C -3.8526 -0.0384 0.4854
N -2.5621 0.2859 0.5607
C -0.1838 0.0463 3.2122
C -4.0251 -0.9479 -0.5513
H -0.8713 5.3116 -0.8395
N 0.3942 -0.1831 1.1280
C -2.9157 2.6266 4.6285
C -0.0252 3.2696 -1.0200
H -4.4575 1.0408 5.0173
C 3.4597 -1.6384 -4.4517
N -1.8737 -0.3848 -0.4029
N -3.4423 0.9509 3.2082
C -2.7617 -1.1410 -1.0755
H -4.5588 0.3727 1.1856
C -1.5676 3.6862 0.4881
C -2.1431 2.7552 3.5093
C -0.8306 4.2852 -0.5212
C 0.9312 -0.7879 3.1840
C 1.9256 -0.8648 -2.7097
C 3.1553 -1.5087 -3.1235
H 0.6945 -0.1304 -5.8304
Cl 2.9420 -1.2991 -7.0495
H 4.3789 -2.1205 -4.7551
C 1.3557 -0.5017 -5.0587
C -3.7074 1.4845 4.3824
N -0.2571 2.1326 -0.3533
H -1.3776 3.4752 3.2696
N -2.4912 1.7517 2.6469
Cl 4.1843 -2.0863 -1.9122
H -2.3270 4.0994 1.1312
N -1.2014 2.4025 0.5835
O 1.6289 -0.7457 -1.4836
N -0.4949 0.4033 1.9665
H -4.9431 -1.4134 -0.8623
H 2.0599 -1.4610 1.3734
B -1.7448 1.2522 1.4674

=====

# 2
Molecular formula: C18H14BrF3N2O4PdSe
Method: DFT, ωB97M-V/def2-TZVPD

Computed properties:
Energy relative to the best compared isomer or geometry (same formula, charge and spin) = 54.9 kJ/mol
E_HOMO (alpha / beta) = 0.1 / 0.1 eV
Total charge = -2
Orbital gap (alpha / beta) = 4.066 / 4.063 eV

Positions of all 44 atoms, in Å:
H 3.1511 1.5634 2.8898
C -2.1632 2.4253 -1.4286
H -5.0408 3.9258 -3.5096
C -2.9439 0.0945 -2.0027
O -1.3549 -0.2660 1.5338
H -1.4005 2.0045 -0.7828
Se 0.7517 -5.0413 -0.5402
C -1.8572 -0.5946 -1.6686
C 3.1999 0.5634 2.4715
Br -2.0811 -2.4466 -1.3127
C 3.4475 -0.5384 3.2853
H 3.5801 -0.4117 4.3544
Pd 0.6563 -2.7031 -0.4548
H -4.8015 1.4772 -3.3064
H -0.3153 0.7834 -2.3209
O 2.5168 -2.3673 -1.3966
C 3.3111 -2.0017 1.3644
H -3.4519 5.4304 -2.3496
H 3.6661 -2.6842 3.3470
H 3.0834 -3.3161 0.0098
C 2.9799 0.3574 1.1156
C 2.7892 -1.0922 -0.9767
H 3.7331 -0.7371 -1.4182
O 3.4744 -3.2521 0.9060
C -0.4913 -0.0996 -1.7075
C 3.5065 -1.8037 2.7332
N 1.7231 -0.1421 -1.4332
H 2.7521 1.1994 0.4741
N 0.5003 -0.6434 -1.1275
C -3.0413 1.5582 -2.0906
F -0.6750 0.0208 4.1781
C -0.9966 -1.1913 3.6593
F -0.2664 -2.0968 4.3236
F -2.2973 -1.4173 4.0006
H -1.6315 4.4492 -0.9873
C -4.0891 2.1335 -2.8178
C -0.8194 -1.2310 2.1131
O -0.1846 -2.2230 1.7049
C -3.3353 4.3567 -2.2819
C -4.2307 3.5097 -2.9231
H -3.8423 -0.4723 -2.2196
C -2.3121 3.8022 -1.5247
C 3.0090 -0.9140 0.5404
H 1.7918 0.0319 -2.4232

=====

# 3
Molecular formula: C18H14FN3OS
Method: DFT, ωB97M-V/def2-TZVPD

Computed properties:
Energy relative to the best compared isomer or geometry (same formula, charge and spin) = 0.0 kJ/mol
E_HOMO = -8.6 eV
Orbital gap = 8.907 eV

Positions of all 38 atoms, in Å:
O 1.0152 1.8564 2.4287
C -1.8716 -4.5829 0.4994
H 2.9332 1.0047 1.8055
H -2.6053 -3.9160 0.0595
H -1.7506 -0.3315 1.9851
S -0.2282 -4.1863 -0.1665
C 2.4956 -0.0673 -0.0040
F -0.2384 0.9662 -1.3692
C -2.5226 0.8965 -1.8913
C 4.8764 1.0050 -0.9562
H -4.6247 0.9570 -2.2637
H 2.3635 -1.0521 -1.8935
C 2.9526 -0.3860 -1.2828
C 0.2440 1.4053 1.6099
H 5.7996 1.4271 -1.3262
C -4.1149 1.8798 -0.3978
C -0.0685 -2.5436 0.3796
N 1.0602 -1.9365 0.0629
C -1.7753 1.8605 0.2063
C -3.8321 1.2154 -1.5796
H 4.4706 -0.0869 -2.7538
C -3.0991 2.1977 0.4832
C 1.2393 -0.6782 0.4429
H -3.3204 2.7093 1.4084
H -5.1320 2.1473 -0.1570
H 5.0262 1.9544 0.9560
C -1.5122 1.2330 -1.0113
C 4.4401 1.3045 0.3231
H -1.8555 -4.4637 1.5773
H -2.0744 -5.6132 0.2279
N -1.0777 -2.0127 1.0625
C 0.2200 -0.0086 1.1543
C 3.2554 0.7750 0.8029
H -2.2644 0.4045 -2.8156
C 4.1302 0.1557 -1.7578
C -0.9208 -0.7567 1.4323
H -0.8629 3.0801 1.5939
N -0.7706 2.1869 1.1248

=====

# 4
Molecular formula: C18H14N2O
Method: DFT, ωB97M-V/def2-TZVPD

Computed properties:
Energy relative to the best compared isomer or geometry (same formula, charge and spin) = 65.8 kJ/mol
E_HOMO = -7.4 eV
Orbital gap = 7.081 eV

Positions of all 35 atoms, in Å:
N 2.0434 2.1130 0.1322
H -4.6190 1.3137 -1.1105
H 3.8429 -3.2124 -0.2976
H 4.8524 2.6889 0.4883
H -2.4575 2.4019 -1.3801
C 3.7793 -1.0696 -0.0086
H -0.0930 -1.5411 -0.5712
C 1.4772 -0.1266 -0.1308
C 0.9597 -1.3718 -0.3976
C 3.2103 -2.3371 -0.2519
H -0.7175 -0.2792 1.4515
C -6.2185 -0.4429 -0.1555
H 1.4412 -3.4376 -0.6532
H -2.8991 -1.4058 1.7004
C -2.5467 1.5585 -0.7108
H -6.9992 -1.1276 0.1720
C -1.4243 1.1111 -0.0212
C 4.5245 1.6692 0.3599
C 1.8522 -2.4586 -0.4492
H 6.5077 0.8780 0.4855
C 5.1360 -0.7033 0.1723
C -2.7824 -0.5797 1.0171
C -1.5643 0.0439 0.8667
C 1.0418 1.2850 -0.0343
H -0.2460 2.7696 -0.3451
C -3.7735 0.9389 -0.5558
C 2.8698 -0.0185 0.0308
N -0.2104 1.7697 -0.1977
H -6.5062 0.5818 0.1016
C 5.4667 0.6175 0.3521
H 5.9044 -1.4626 0.1588
C 3.2016 1.3468 0.1938
O -5.0541 -0.8397 0.5261
C -3.9015 -0.1479 0.3025
H -6.0980 -0.5255 -1.2407

=====

# 5
Molecular formula: C18H14N3O2RuSe4Te
Method: DFT, ωB97M-V/def2-TZVPD

Computed properties:
Energy relative to the best compared isomer or geometry (same formula, charge and spin) = 0.0 kJ/mol
⟨S²⟩ = 0.7623
E_HOMO (alpha / beta) = -7.5 / -7.5 eV
2S+1 = 2
Orbital gap (alpha / beta) = 5.859 / 5.772 eV

Positions of all 43 atoms, in Å:
C 1.1350 3.8183 -3.1707
Ru 0.1865 -0.0513 -0.5647
H 3.1991 3.4709 -2.6388
H 1.3291 4.6974 -3.7697
C -1.9888 -1.4521 -3.9877
C -1.1818 0.6204 -5.5248
C -5.2586 -0.5684 -1.5161
C -0.3640 2.2172 -2.2397
C -4.0892 0.1002 -1.8201
H -3.7932 -1.2508 -5.1282
C -0.2996 0.1027 -4.5871
C -2.9654 -0.0722 -1.0162
C 1.8995 2.0240 -1.7842
H -2.3630 -2.2830 -3.4037
H -6.1367 -0.4610 -2.1381
H -0.8744 1.4476 -6.1572
C -2.7913 -0.8694 -4.9579
H -0.9954 3.8402 -3.4818
H -6.1013 -2.4110 1.6542
Se -0.2497 1.2886 1.3662
C -6.6360 -2.1046 -0.1622
Se 0.4503 -1.6455 -2.4155
O -7.4938 -2.1842 -0.9933
H 0.6957 0.5194 -4.4911
Se 0.4422 -0.0080 3.2164
C -3.0162 -0.9322 0.0714
N 0.6497 1.5659 -1.6353
H -2.5483 2.0982 -2.4562
O -6.8259 -2.6401 1.0616
C -0.7102 -0.9486 -3.7711
C -0.1541 3.3500 -3.0110
H -4.0586 0.7162 -2.7080
C -1.6737 1.6305 -2.0127
Se 2.3486 -1.0116 0.2199
C -4.1968 -1.5926 0.3741
N -1.7245 0.5818 -1.2793
C -5.3271 -1.4116 -0.4116
N -2.4190 0.1646 -5.7121
Te 0.6782 -2.0824 1.7226
H -4.1907 -2.2749 1.2164
H -2.1334 -1.0751 0.6858
H 2.6718 1.4744 -1.2668
C 2.1741 3.1414 -2.5476

=====

# 6
Molecular formula: C18H14O7
Method: DFT, ωB97M-V/def2-TZVPD

Computed properties:
Energy relative to the best compared isomer or geometry (same formula, charge and spin) = 0.0 kJ/mol
E_HOMO = -8.8 eV
Orbital gap = 8.143 eV

Positions of all 39 atoms, in Å:
H -1.1924 0.1906 -1.8383
O -1.9956 -2.5193 1.6390
O -3.4252 -0.9381 1.0847
H -2.9686 1.9077 -2.4233
C 1.2926 3.8569 1.3035
H -6.4737 2.1610 0.0095
C 3.6101 0.1204 -0.2347
C -5.0660 0.6706 0.5838
O 0.4497 -1.7332 -1.5538
C -3.8395 0.0739 0.2952
C 2.7461 -1.8567 -0.0363
C -0.0779 -1.7465 -0.4686
C 2.7205 3.4288 1.0163
O 0.4607 -2.2829 0.6218
H 4.1553 -2.9030 -1.3379
H 3.1353 3.9579 0.1514
H 1.2705 4.9161 1.5430
C -4.7734 2.1498 -1.2969
C 3.7204 1.5640 -0.0233
C -3.0731 0.5221 -0.7948
H 1.7146 -3.7030 -0.2210
C -1.4028 -1.1240 -0.2035
O 2.6170 -0.5830 0.3539
O 4.5962 2.2484 -0.4969
C 3.8221 -1.9989 -0.8724
C 1.7531 -2.8546 0.4713
C -3.5606 1.5697 -1.5864
C -5.5234 1.6998 -0.2113
H 5.2407 -0.4279 -1.5766
C -1.8223 -0.1255 -1.0179
H 0.8970 3.2925 2.1436
H 0.6630 3.6750 0.4363
H -5.6344 0.3094 1.4256
C -2.2379 -1.6021 0.9042
H 2.0154 -3.2051 1.4740
C 4.3871 -0.7166 -0.9994
H -5.1480 2.9556 -1.9088
H 3.3676 3.6193 1.8802
O 2.7305 2.0273 0.7472

=====

# 7
Molecular formula: C18H15AsCl2MoN3O8S
Method: DFT, ωB97M-V/def2-TZVPD

Computed properties:
Energy relative to the best compared isomer or geometry (same formula, charge and spin) = 250.0 kJ/mol
E_HOMO = -18.3 eV
Total charge = +3
Orbital gap = 5.233 eV

Positions of all 49 atoms, in Å:
N -1.5294 -2.2168 1.4151
H -2.0135 -3.0456 1.7324
C 1.6715 -3.4460 2.5693
C 1.8826 -1.1837 1.8495
H 3.4678 -2.2483 2.7621
Cl 1.0116 -3.0747 -3.6328
H -4.8569 1.3697 -0.3188
O 2.0835 2.1649 2.4492
C -3.7237 -1.3547 1.3216
H -4.0413 -2.1969 1.9227
C -4.6349 -0.4270 0.8774
N 0.5705 -1.1350 1.4055
C 2.4407 -2.2818 2.4269
C 0.3554 -3.4171 2.1808
H 1.5298 7.4727 -0.8032
C 1.3313 3.8839 0.5657
N -1.8993 -0.1537 0.2894
H 2.4716 -0.2923 1.7246
C 2.0896 6.1438 0.7912
H 2.5066 4.5836 2.2185
O -0.0724 1.6934 1.3539
O -1.8007 3.5307 -2.2798
O -0.3417 1.4332 -1.1782
H -5.6843 -0.5233 1.1247
C -2.8432 0.7476 -0.1633
H 2.6265 6.8987 1.3491
H 2.1026 -4.3446 2.9914
C 1.4771 6.4661 -0.4107
O 0.4881 -0.9474 -1.2666
S 1.3520 2.2749 1.2547
H -2.4977 1.5603 -0.7822
C -2.3713 -1.2115 1.0122
H -0.2726 -4.2903 2.3035
C -0.1834 -2.2424 1.6494
O 0.7523 2.8458 -3.2028
O -0.1662 -0.1124 -3.2424
C 0.7086 4.1965 -0.6528
C -4.1746 0.6389 0.0926
C 1.8112 -1.5041 -3.2679
C 0.7853 5.4941 -1.1329
H 2.6182 -1.6988 -2.5695
Mo 0.1236 0.2845 -0.0193
C 2.0249 4.8484 1.2852
As -0.3183 3.0972 -1.8926
H 0.3107 2.8262 -4.0699
H 0.2985 5.7481 -2.0673
O 1.8232 1.2491 0.1744
Cl 2.4144 -0.6869 -4.6815
C 0.6281 -0.7709 -2.6671

=====

# 8
Molecular formula: C18H15AsF5N2OS6Tc
Method: DFT, ωB97M-V/def2-TZVPD

Computed properties:
Energy relative to the best compared isomer or geometry (same formula, charge and spin) = 0.0 kJ/mol
E_HOMO = -14.6 eV
Total charge = +2
Orbital gap = 6.431 eV

Positions of all 49 atoms, in Å:
C 2.1094 6.5538 1.3274
C 1.4796 4.3294 0.7583
C 2.7232 -0.4809 -2.6610
As -0.4190 0.6752 4.1158
C -1.9133 -3.5880 -0.7272
N -0.2054 -1.5777 -0.7690
S -1.9557 -0.3452 2.9138
H -2.8849 -4.0635 -0.8475
H 4.4483 -0.3664 -3.9157
F -1.4386 6.1310 1.8379
H 2.7916 0.5485 -2.3402
S -1.0738 2.8947 4.1290
C -3.5078 -2.2416 0.6343
H -1.3083 -4.7906 0.9712
H -4.2110 -2.3822 -0.1890
C 2.5479 -3.1434 -3.4713
C 0.1559 4.5850 1.0929
C 0.7911 6.8410 1.6652
O 0.8402 0.5107 -0.9734
H -3.6764 -1.2310 0.9991
S -2.2619 3.1943 2.5735
H -4.7390 -3.1264 2.1369
H -1.5508 -3.3066 -1.7136
C 3.6522 -0.9944 -3.5425
C -0.9370 -4.5029 -0.0105
H 4.2951 -2.7197 -4.6389
F 3.7074 5.0158 0.5264
C 3.5652 -2.3221 -3.9469
S 1.1212 1.2232 2.5126
N -2.1667 -2.3370 0.0328
H -3.0137 -3.1903 2.5234
C 0.7131 -0.7637 -1.2483
H -3.7056 -4.2894 1.3252
H 0.0365 -4.0285 0.1053
C 1.6918 -1.2996 -2.1785
C -1.2526 -1.4003 0.0058
H -0.8056 -5.4104 -0.5976
F 1.8347 3.1012 0.2598
C 1.6124 -2.6373 -2.5929
S -1.0575 3.3278 0.8153
H 0.8154 -3.2636 -2.2216
Tc 0.2234 1.4735 0.5822
S -1.5999 0.1835 0.8646
F 0.4692 8.0366 2.1089
H 2.4884 -4.1734 -3.7922
C 2.4619 5.2882 0.8599
F 3.0339 7.4786 1.4484
C -3.7443 -3.2758 1.7203
C -0.1800 5.8598 1.5315

=====

# 9
Molecular formula: C18H15BFIO4
Method: DFT, ωB97M-V/def2-TZVPD

Computed properties:
E_HOMO = -9.2 eV
Orbital gap = 8.434 eV

Positions of all 40 atoms, in Å:
C -1.2661 -1.9517 3.5921
O 2.8867 -1.4636 -1.7899
H -0.2291 -1.8882 3.2662
C 1.1316 -0.4270 -0.5640
C 2.1004 1.6496 0.3642
H 2.9056 4.0505 -0.6284
C 3.5773 2.4458 -3.5613
C 2.7561 0.9105 -1.9185
H 0.2413 -2.1735 -1.3770
B -3.1126 -1.8270 -1.0331
C -0.9776 -1.3264 0.2021
O -2.7104 -1.1842 -2.1967
C 2.3168 -0.4472 -1.4709
H -1.2927 0.1375 3.9457
C -2.0609 -2.3668 0.0280
C 2.9964 3.2509 -1.3493
C 3.2300 1.1523 -3.1998
C -1.9492 -0.6084 3.4869
H -3.1347 -0.6639 1.6843
C -0.0737 0.6863 1.2000
H -0.1694 1.4994 1.9094
C -2.2591 -0.1387 2.0668
H -2.4617 -0.2617 -2.0994
C 1.0231 0.6174 0.3579
H 3.9438 2.6411 -4.5584
I 3.9517 5.4176 -3.2442
O -4.4426 -2.0563 -0.8112
C -1.0810 -0.2800 1.1326
H -2.5808 -2.5763 0.9573
H -2.5327 0.9177 2.1020
C 0.1371 -1.3902 -0.6375
H -1.5971 -3.2732 -0.3633
H -1.7725 -2.7324 3.0256
H -5.0069 -1.3762 -1.1925
C 3.4511 3.4771 -2.6390
C 2.6434 1.9555 -0.9981
H -1.2592 -2.2554 4.6392
H 3.3077 0.3228 -3.8889
O 2.5197 2.1779 1.3666
F -3.1495 -0.6414 4.1948

=====

# 10
Molecular formula: C18H15Br9F24O3
Method: DFT, ωB97M-V/def2-TZVPD

Computed properties:
Energy relative to the best compared isomer or geometry (same formula, charge and spin) = 370.9 kJ/mol
E_HOMO = -10.3 eV
Orbital gap = 9.747 eV

Positions of all 69 atoms, in Å:
F 0.1745 3.2223 -8.8497
F 6.2965 -1.1709 -4.3758
H 5.4043 -1.2191 -1.6656
Br -8.7090 -5.8622 -0.8894
F -4.4634 0.5561 8.7302
F 6.9377 2.5419 -1.3018
F 4.4151 -0.2759 -4.7540
F -0.8162 -0.9584 -5.2046
Br -2.8355 -8.6353 6.1448
Br -8.7023 -6.9040 2.1394
Br -10.0339 -4.0051 1.2947
H -0.2130 0.8093 -5.3902
Br -0.4133 -1.8283 1.4795
C 1.3024 3.8449 -6.8159
H -2.7085 2.2692 -7.2252
H 0.7811 4.8017 -6.8479
C -1.1805 0.3271 -5.5296
O -0.8291 2.7899 -7.1014
F 3.8801 -0.0461 -1.9534
Br -2.1013 -4.5681 0.6658
Br -4.1060 -5.6353 6.0484
F 7.7266 2.9177 -3.2890
C 9.1087 1.7117 -1.7613
H 5.3467 1.7514 -3.3090
F 9.8483 1.1484 -2.7509
Br -3.6581 -2.1302 1.9432
H -0.7086 2.9792 6.8506
O -2.6385 1.5267 7.8407
H -1.3920 0.0878 9.9079
F -2.8841 2.6439 4.4826
F 9.7256 2.7787 -1.3165
F 1.0550 1.5762 -7.6362
C -3.1320 0.4318 8.6178
H -7.5785 -4.9378 1.1095
F -2.9089 3.8562 6.3248
C -2.4634 0.2183 10.0601
H -1.9483 -6.5107 5.0787
F 4.0159 -2.0369 -2.6366
C 4.7319 -0.9301 -2.4734
C -1.7673 1.8276 -7.5527
F -0.3325 1.7801 5.2421
F -2.9268 -0.8222 10.7530
H 6.4473 1.3152 -4.5662
H -4.2765 1.7304 6.5532
Br -1.1680 -6.1096 7.3612
C 7.6446 2.0323 -2.2463
F -2.8038 -0.6826 7.8366
F 2.5412 4.0111 -7.2789
F -2.5510 1.2932 10.9104
C 6.0423 0.9700 -3.6150
C -1.6263 0.3671 -6.9855
H -1.7219 1.8682 -8.6410
H -2.2588 -2.2342 -0.2823
F -0.7891 -0.3008 -7.8234
F 1.3366 3.5997 -5.4997
F -2.8494 -0.2405 -7.1122
O 7.0522 0.8318 -2.7201
C -0.9642 2.8260 5.8021
C -8.5886 -5.3247 0.9747
C -2.1129 -2.5809 0.7407
H 9.1115 1.0681 -0.8815
C 0.4988 2.8127 -7.6155
C 5.3612 -0.3914 -3.8287
C -2.4555 -6.7502 6.0133
F -1.9094 0.9107 -4.6158
F -0.5552 4.0111 5.2172
H -2.9969 0.7017 5.9518
C -3.1934 1.6130 6.5165
C -2.5140 2.7315 5.7509

=====

# 11
Molecular formula: C18H15BrMnN4S
Method: DFT, ωB97M-V/def2-TZVPD

Computed properties:
Energy relative to the best compared isomer or geometry (same formula, charge and spin) = 0.0 kJ/mol
⟨S²⟩ = 8.7563
E_HOMO (alpha / beta) = -13.7 / -13.7 eV
Total charge = +2
2S+1 = 6
Orbital gap (alpha / beta) = 6.965 / 6.837 eV

Positions of all 40 atoms, in Å:
C 0.3658 -2.3406 4.4650
C -0.5365 3.3054 -3.2420
C -0.2732 -3.9255 -2.3032
H 3.9413 -0.5159 4.7125
H -0.0123 5.3261 -3.7156
H -0.9362 0.7725 -3.4906
N 0.0740 -1.1196 2.4177
Br -2.0759 -2.6893 2.9627
H -0.7487 6.2177 -1.5249
H -1.6896 4.6915 0.1762
C -0.3354 -1.9782 3.3452
H 1.5763 0.1539 1.8133
C -1.0887 2.4690 -2.2943
H 0.2748 -3.3722 -4.3006
H -0.2259 -0.9931 -3.9590
H -0.0194 -3.0432 5.1887
H 3.2868 0.9307 3.9486
C -0.3804 -1.6862 -3.1449
H -0.1985 2.9095 -4.1924
H -0.8896 -4.1046 -0.2484
C -0.8363 5.1624 -1.7420
C -0.7364 -3.4414 -1.0902
S -2.3455 1.8904 0.0596
C 3.4203 -0.1455 3.8330
C -1.3669 4.3058 -0.7824
C -0.0902 -3.0329 -3.3405
C -1.5112 2.9609 -1.0721
H 4.0561 -0.3132 2.9640
C -1.2396 0.1417 -1.5944
C -0.8548 -1.2794 -1.9152
C -0.4258 4.6646 -2.9676
N -1.1760 1.0611 -2.5568
H -0.0640 -4.9794 -2.4169
N -1.6035 0.3870 -0.3691
C 2.0897 -0.8225 3.6732
N -1.0194 -2.1509 -0.9005
C 1.6100 -1.7328 4.6106
H 2.2160 -1.9729 5.4756
Mn -1.5071 -1.1630 0.9366
C 1.2759 -0.5481 2.5811